90
Properties=species:S:1:pos:R:3:forces:R:3:mulliken_charge:R:1 method="wB97M-V/def2-TZVPD" homo_lumo_gap_ev=7.71 max_force_ev_per_a=1.79 homo_energy_ev=-7.45 molar_mass_g_mol=473.7 total_energy_ha=-1596.79763
O -28.898 11.577 -0.145 -0.060 0.037 -0.363 -0.126
O -27.280 7.660 -0.626 0.255 -0.191 0.214 -0.602
O -25.155 10.656 -4.205 -0.325 0.343 -0.181 -0.404
O -31.100 6.999 -2.773 0.011 0.711 -0.039 -0.744
O -33.736 7.848 -1.843 0.142 0.128 0.266 -0.715
O -28.261 6.317 5.176 0.529 0.673 0.608 -0.356
O -30.607 7.664 -5.643 0.065 0.167 0.213 -0.714
O -35.050 11.235 -4.971 0.215 0.925 -0.044 -0.368
N -28.384 8.868 -4.203 0.652 0.239 -0.407 -0.541
N -33.130 11.984 -2.866 -0.961 1.143 -0.032 -0.600
N -26.868 8.301 2.334 0.505 -0.025 -0.087 -0.725
N -29.522 8.993 -1.645 -0.037 -0.208 0.234 1.320
N -31.533 10.128 0.051 0.108 0.645 0.667 -0.564
C -31.096 5.667 -2.383 -0.079 0.715 0.292 -0.535
C -26.332 10.048 -3.704 0.940 -0.688 0.614 0.053
C -27.931 11.016 -5.340 0.175 0.083 0.065 -1.502
C -32.470 12.311 0.685 0.259 0.374 -0.804 -1.715
C -30.005 12.127 0.524 -0.674 -0.490 0.313 -1.119
C -28.750 6.758 2.306 0.075 -0.635 0.018 -1.596
C -27.600 5.456 6.143 -1.222 0.404 -1.243 -0.717
C -36.234 10.488 -5.068 0.438 -0.495 -0.163 -0.761
C -31.336 11.599 -0.045 0.382 -0.148 -0.064 0.830
C -27.667 12.081 0.286 1.193 -0.298 -0.301 -0.877
C -33.907 10.440 -4.629 -1.441 -0.326 0.575 -0.550
C -27.272 6.882 4.336 0.565 -0.237 -0.189 -0.773
C -24.515 11.492 -3.270 0.054 0.864 -0.903 -0.692
C -27.870 7.651 3.179 -1.227 0.137 -0.149 1.039
C -32.810 11.380 -4.150 0.643 -1.495 0.418 0.041
C -27.337 9.724 -4.792 -0.473 -0.033 -0.325 0.139
C -29.744 5.277 -1.769 -0.727 0.098 0.028 -0.660
C -31.439 10.686 -4.008 -1.066 -0.158 -0.642 -0.486
H -29.391 6.096 2.890 -0.274 0.527 0.263 0.554
H -28.450 11.575 -4.558 0.083 -0.027 0.106 0.180
H -27.416 13.112 0.011 -0.828 0.317 0.258 0.299
H -28.654 10.863 -6.141 0.083 -0.225 -0.038 0.389
H -28.183 6.007 1.742 0.379 0.389 -0.195 0.373
H -31.403 5.004 -3.208 0.333 -0.146 -0.068 0.311
H -28.527 8.433 3.580 -0.112 -0.215 0.361 0.231
H -27.110 11.625 -5.723 -0.098 0.110 -0.042 0.444
H -29.970 11.893 1.597 0.186 -0.085 0.084 0.447
H -25.940 9.177 -3.150 -0.655 -0.437 -0.203 0.280
H -26.913 9.160 -5.630 0.614 0.313 0.082 0.469
H -30.729 11.452 -3.706 0.308 -0.119 -0.316 0.201
H -27.267 7.318 0.280 0.151 -0.027 -0.103 0.169
H -34.270 9.814 -3.803 0.610 -0.261 0.146 0.117
H -27.549 4.523 5.579 0.749 -0.392 0.637 0.297
H -36.053 9.692 -5.801 -0.418 -0.155 0.069 0.307
H -33.695 9.761 -5.461 0.509 0.205 -0.109 0.480
H -23.918 10.985 -2.507 -0.429 -0.243 0.202 0.282
H -31.292 10.240 -4.994 0.857 0.101 0.101 0.594
H -34.075 12.363 -2.919 0.177 0.267 -0.137 0.354
H -27.936 7.959 -4.100 -0.311 -0.110 0.361 0.181
H -30.300 6.797 -5.924 -0.106 -0.026 0.060 0.275
H -31.868 5.507 -1.604 0.004 -0.224 0.083 0.217
H -27.508 11.912 1.352 -0.100 0.199 0.201 0.363
H -25.254 12.203 -2.887 0.119 -0.171 0.591 0.307
H -26.652 5.892 6.449 0.180 -0.266 -0.029 0.312
H -34.221 7.040 -1.655 0.003 0.024 -0.011 0.278
H -28.248 5.342 7.007 -0.080 0.024 -0.043 0.244
H -29.075 8.703 -4.936 -0.209 0.001 0.192 0.297
H -32.436 12.077 1.750 -0.099 -0.085 0.005 0.425
H -27.347 8.841 1.623 -0.152 -0.035 -0.105 0.021
H -31.398 9.858 -3.296 -0.390 0.065 0.106 -0.366
H -32.323 9.869 -0.538 0.113 -0.094 -0.169 0.093
H -29.605 5.870 -0.861 0.037 0.015 0.018 -0.128
H -26.861 11.558 -0.239 -0.292 -0.478 0.037 0.237
H -30.746 7.574 -4.670 -0.319 -0.453 0.078 0.340
H -29.123 9.407 -2.499 0.203 -0.195 0.040 0.219
H -26.353 7.809 -0.842 -0.063 0.014 -0.012 0.245
H -29.751 4.225 -1.472 0.377 -0.048 -0.198 0.459
H -31.892 9.961 0.989 0.280 -0.353 0.022 0.320
H -26.338 9.007 2.836 0.060 -0.241 0.248 0.302
H -28.947 5.558 -2.458 0.134 -0.374 -0.023 0.157
H -26.635 6.070 3.963 0.054 0.015 -0.278 0.386
H -33.227 11.313 -2.110 0.333 -0.501 -0.386 0.095
H -26.596 7.547 4.891 -0.094 0.070 0.235 0.334
H -30.039 9.658 -1.043 0.301 -0.631 0.000 0.191
H -30.157 8.238 -2.002 -0.769 -0.528 -0.336 -0.260
H -33.411 11.982 0.245 -0.158 0.104 0.235 0.366
H -32.815 7.551 -2.014 0.227 -0.037 -0.504 0.316
H -29.355 7.353 1.620 -0.056 -0.100 -0.035 0.127
H -23.816 12.114 -3.836 0.081 -0.168 -0.046 0.265
H -32.671 12.098 -4.960 -0.190 0.578 0.423 0.335
H -37.059 11.113 -5.404 0.180 0.198 -0.059 0.253
H -31.294 11.789 -1.122 -0.343 0.460 0.134 -0.142
H -36.509 10.044 -4.104 0.049 -0.083 -0.017 0.309
H -28.797 8.448 -1.144 -0.077 0.806 -0.189 0.139
H -30.014 13.218 0.445 0.031 0.068 -0.147 0.410
H -26.842 10.640 -2.929 0.060 0.396 -0.224 -0.138
H -32.383 13.392 0.566 -0.160 0.010 0.054 0.456